1.
The following is a DFT calculation (ωB97M-V/def2-TZVPD) of a cluster of 2 separate species, C10H16O in total at a distorted geometry.

Output
- LUMO (eV) = 0.88
- relative energy (zero: lowest compared OMol25 entry of this formula, charge and spin) (kcal/mol) = 77.6
- HOMO level (eV) = -8.16
- 2S+1 = 1

The geometry in XYZ format:
```
27
Properties=species:S:1:pos:R:3:forces:R:3:nbo_charge:R:1
C -0.5164 -1.8749 2.0131 -0.844 2.516 0.905 -0.63
C 0.4202 -0.8688 1.3477 0.060 0.842 -0.143 -0.04
C 1.6611 -1.2874 0.7906 -1.347 1.857 1.485 -0.22
C 2.5095 -0.1863 0.4023 0.280 -2.351 0.711 -0.30
C 2.1422 1.0801 0.7816 1.438 2.382 -1.696 0.30
O 3.0063 2.1568 0.6874 -2.882 0.982 -0.101 -0.69
C 0.8502 1.5615 1.0039 -0.859 -5.382 1.115 -0.25
C -0.0413 0.5616 1.3240 -0.324 -4.213 -0.450 -0.18
H -1.6144 -1.4976 1.8815 1.796 -1.399 -0.034 0.21
H -0.3521 -1.9076 3.1179 -0.092 0.374 -0.633 0.22
H -0.2202 -2.8385 1.7096 -0.572 -1.389 -0.797 0.22
H 1.9795 -2.3598 0.9187 -0.268 1.330 -0.725 0.23
H 3.4903 -0.4501 -0.0572 -0.696 0.735 0.615 0.22
H 3.8985 1.9816 0.6740 2.999 -1.216 -0.114 0.48
H 0.4884 2.4957 1.0149 -0.302 3.608 -0.130 0.23
H -1.1780 0.5107 1.4095 1.927 1.264 0.367 0.22
C -0.4186 -0.1913 -2.3175 -1.106 -3.144 4.051 -0.61
C -1.9188 -0.0802 -2.0485 -0.787 -0.562 -0.212 -0.41
C -2.2796 0.9902 -1.0334 1.769 1.103 1.875 -0.60
H 0.1066 -0.5109 -1.3452 -0.743 0.549 -1.106 0.21
H -0.2262 -1.0278 -2.9407 0.461 -0.156 -1.322 0.21
H -0.0601 0.7363 -2.5019 1.472 2.654 -1.478 0.20
H -2.4044 0.2099 -3.0535 0.303 -0.939 1.551 0.20
H -2.3158 -1.0199 -1.5456 0.285 0.646 -1.558 0.20
H -1.3879 1.7673 -1.0037 -2.078 -1.087 0.029 0.20
H -3.2268 1.4408 -1.2972 -0.070 0.461 0.062 0.21
H -2.3922 0.6089 0.0679 0.178 0.533 -2.269 0.19
```
Forces are in eV/Å.

***

2.
The following is a DFT calculation (ωB97M-V/def2-TZVPD) of a cluster of 2 separate species, C5H13NO in total at a distorted geometry.

Output
- LUMO (eV) = 0.90
- relative energy (zero: lowest compared OMol25 entry of this formula, charge and spin) (kcal/mol) = 47.5
- HOMO level (eV) = -8.16
- 2S+1 = 1

The geometry in XYZ format:
```
20
Properties=species:S:1:pos:R:3:forces:R:3:nbo_charge:R:1
C -1.0669 0.0883 2.2182 -0.189 -0.044 -0.386 -0.63
C 0.3251 -0.0455 1.6847 0.840 1.552 0.784 -0.26
C 1.1424 1.0200 1.5347 -0.452 -1.816 0.725 0.09
O 2.4802 0.9184 1.2423 0.287 0.070 -0.536 -0.70
H -1.4573 1.1021 2.0845 0.071 -0.107 0.056 0.21
H -1.0895 -0.1502 3.2845 -0.078 -0.035 -0.034 0.21
H -1.7373 -0.6016 1.6957 -0.008 0.113 0.099 0.22
H 0.7201 -1.0573 1.6271 0.072 0.141 -0.331 0.20
H 0.8579 2.0404 1.7714 -0.050 -0.091 -0.238 0.18
H 2.7007 0.0370 0.8964 -0.300 0.360 0.314 0.48
C 0.6714 -1.0756 -1.8906 0.137 0.309 0.264 -0.41
N -0.2246 -0.2481 -1.0945 0.059 0.158 -0.040 -0.63
C -1.3651 0.2216 -1.8678 0.153 0.312 0.202 -0.41
H 1.1188 -0.4989 -2.7055 0.117 -0.152 -0.309 0.16
H 1.4802 -1.4401 -1.2498 -0.038 -0.045 -0.097 0.19
H 0.1502 -1.9429 -2.3061 -0.026 0.148 0.089 0.19
H 0.3045 0.5694 -0.7411 -0.605 -0.856 -0.253 0.36
H -2.0279 0.8026 -1.2195 0.035 -0.067 -0.067 0.20
H -1.0408 0.8719 -2.6856 -0.194 0.041 -0.319 0.16
H -1.9422 -0.6115 -2.2791 0.169 0.011 0.080 0.19
```
Forces are in eV/Å.

***

3.
The following is a DFT calculation (ωB97M-V/def2-TZVPD) of a cluster of 7 separate species, C40H55BN8O3P in total at a distorted geometry.

Output
- LUMO (eV) = -3.36
- charge = +1
- HOMO level (eV) = -9.97
- 2S+1 = 1

The geometry in XYZ format:
```
108
Properties=species:S:1:pos:R:3:forces:R:3:lowdin_charge:R:1
C -3.2176 1.9361 1.5209 0.048 -0.163 0.470 -0.09
C -2.7112 0.9108 0.5304 0.591 0.452 -0.220 -0.25
C -3.3192 1.0957 -0.8521 -0.066 -0.444 -0.160 -0.15
C -3.0868 -0.0711 -1.8344 -0.812 0.402 0.189 -0.12
O -2.2243 -1.0993 -1.3189 0.407 0.062 -0.330 -0.02
C -0.9358 -0.8324 -1.3770 -0.692 -0.391 0.425 -0.27
C -0.2316 0.1713 -1.9174 0.098 -0.180 0.139 0.02
N 1.1124 -0.0928 -1.5804 -0.104 0.139 -0.823 -0.08
P 2.3265 1.0383 -2.0626 0.349 1.342 0.417 0.81
O 2.4925 2.1371 -1.1003 0.359 -0.264 -0.125 -0.38
C 1.1821 -1.2224 -0.8735 0.129 0.079 -0.327 -0.19
C 2.4537 -1.7204 -0.3137 0.300 -0.120 0.202 -0.04
C 2.6891 -1.1276 1.0577 -0.175 0.125 0.262 -0.20
C 1.6575 -0.9468 1.9623 -0.251 -0.055 0.064 -0.04
C 1.8949 -0.3716 3.1937 0.080 0.158 0.419 -0.06
C 3.1680 0.0309 3.5544 -0.223 -0.170 -0.603 -0.03
C 4.2086 -0.1374 2.6497 0.344 -0.095 0.519 -0.26
C 5.5878 0.3166 3.0127 -0.098 0.197 -0.084 -0.03
C 3.9591 -0.7166 1.4176 0.115 0.093 -0.188 0.00
N -0.0657 -1.7117 -0.7300 0.544 0.063 -0.309 0.24
B -0.4456 -2.9596 0.0010 -0.460 -0.548 0.451 -0.49
C -1.9220 -3.3381 0.3130 0.317 0.169 -0.204 0.05
O 0.5886 -3.7452 0.3757 0.063 0.502 0.203 0.20
H -2.6114 1.9175 2.4208 0.151 -0.012 0.155 0.07
H -3.1572 2.9500 1.1432 -0.083 0.170 -0.208 0.07
H -4.2318 1.7097 1.8317 -0.315 0.097 -0.120 0.07
H -2.8661 -0.0914 0.9132 -0.242 -0.246 0.042 0.11
H -1.6298 1.0385 0.4530 0.187 -0.050 0.040 0.10
H -4.3926 1.2120 -0.7379 -0.236 0.059 -0.054 0.10
H -2.9669 2.0133 -1.3150 0.151 0.248 0.138 0.12
H -4.0269 -0.5682 -2.0239 -0.107 -0.362 0.055 0.13
H -2.7461 0.2755 -2.8038 0.386 -0.043 -0.191 0.12
H -0.5876 1.0214 -2.4538 0.199 0.353 -0.154 0.13
H 1.8210 1.5383 -3.2691 -0.104 -0.656 -0.196 0.05
H 3.5383 0.3815 -2.3101 -0.389 -0.576 -0.154 0.05
H 3.2794 -1.4137 -0.9458 0.048 0.124 -0.294 0.10
H 2.4846 -2.7999 -0.2952 -0.170 -0.221 0.046 0.13
H 0.6408 -1.2256 1.7380 -0.153 -0.078 -0.131 0.10
H 1.0793 -0.2160 3.8817 -0.160 -0.023 0.041 0.11
H 3.3492 0.5034 4.5016 0.052 0.066 0.289 0.12
H 5.6866 1.3598 2.7267 0.251 0.187 -0.089 0.09
H 6.3548 -0.2582 2.5087 0.144 -0.033 -0.142 0.07
H 5.7634 0.2628 4.0800 -0.024 -0.070 0.208 0.08
H 4.7811 -0.8190 0.7223 0.117 -0.080 -0.114 0.12
H -2.3831 -3.6447 -0.6254 -0.211 0.057 -0.121 0.05
H -1.9879 -4.1887 0.9824 0.044 -0.089 0.255 0.07
H -2.5059 -2.5113 0.6988 -0.186 0.063 0.076 0.08
H 0.3157 -4.2830 1.1266 0.129 -0.448 -0.156 0.13
N 0.9387 3.3645 0.6679 -0.448 0.242 0.094 0.00
C 1.5331 2.7481 1.7315 0.031 -0.064 -0.114 -0.15
C 0.9197 3.1918 2.8735 -0.103 -0.015 0.013 -0.11
C -0.0901 4.1130 2.4794 -0.040 0.003 0.062 -0.11
C -0.0521 4.1979 1.1125 0.069 -0.113 0.033 -0.14
H 1.2043 3.2250 -0.2910 0.129 0.047 0.202 0.08
H 2.3388 2.0490 1.5805 0.017 0.042 0.021 0.09
H 1.1665 2.8930 3.8788 0.006 0.018 0.014 0.09
H -0.7610 4.6539 3.1256 0.006 0.015 0.017 0.09
H -0.6390 4.7804 0.4228 0.002 0.046 0.012 0.10
N -4.1651 -5.9271 2.1707 0.051 0.025 -0.004 -0.01
C -3.5547 -6.7434 3.0867 0.038 0.048 -0.042 -0.15
C -4.1082 -6.4844 4.3107 0.002 0.020 0.019 -0.11
C -5.0935 -5.4758 4.1265 0.018 0.002 0.018 -0.11
C -5.1064 -5.1540 2.7967 0.044 0.028 -0.038 -0.14
H -3.9580 -5.9033 1.1902 -0.093 -0.055 -0.046 0.13
H -2.7854 -7.4353 2.7890 -0.018 -0.031 0.012 0.10
H -3.8412 -6.9661 5.2360 -0.008 -0.009 0.005 0.09
H -5.7221 -5.0405 4.8847 -0.010 -0.008 0.006 0.09
H -5.7014 -4.4474 2.2440 -0.022 -0.009 0.004 0.10
N 4.4277 4.0396 -2.9120 0.024 -0.076 -0.162 -0.01
C 3.7245 5.1863 -3.1693 -0.042 -0.037 0.003 -0.14
C 4.4141 5.8977 -4.1132 -0.010 -0.008 -0.019 -0.11
C 5.5792 5.1514 -4.4405 -0.009 -0.003 -0.015 -0.11
C 5.5593 4.0112 -3.6846 -0.024 -0.028 0.014 -0.14
H 4.1550 3.3342 -2.2555 -0.027 0.083 0.267 0.09
H 2.8004 5.3964 -2.6584 0.016 0.037 0.031 0.10
H 4.1198 6.8489 -4.5229 0.005 0.009 0.001 0.09
H 6.3439 5.4239 -5.1478 0.006 0.006 -0.001 0.09
H 6.2508 3.1875 -3.6282 0.041 0.025 0.018 0.10
N -7.2018 2.3972 0.9842 0.028 -0.055 -0.053 0.01
C -8.1726 1.5078 0.6114 0.028 0.002 0.042 -0.14
C -8.2289 1.4960 -0.7561 0.024 -0.027 -0.019 -0.11
C -7.2525 2.4162 -1.2279 0.042 -0.058 -0.008 -0.12
C -6.6353 2.9537 -0.1297 0.049 0.027 0.043 -0.16
H -6.9478 2.6118 1.9305 -0.025 0.033 0.018 0.14
H -8.7387 0.9640 1.3477 -0.025 0.004 -0.009 0.11
H -8.8977 0.8992 -1.3528 -0.015 0.006 -0.002 0.09
H -7.0323 2.6569 -2.2546 -0.022 0.026 -0.007 0.09
H -5.8464 3.6818 -0.0466 -0.026 0.035 -0.004 0.11
N -5.1189 -4.7152 -4.3263 0.052 0.005 0.036 0.01
C -4.3072 -3.6226 -4.2120 -0.051 0.011 -0.019 -0.13
C -3.4870 -3.8229 -3.1334 0.024 -0.036 0.014 -0.12
C -3.8180 -5.0918 -2.5806 0.015 0.055 0.036 -0.12
C -4.8286 -5.6150 -3.3409 -0.060 -0.011 -0.035 -0.13
H -5.8240 -4.8388 -5.0295 -0.008 -0.008 -0.014 0.15
H -4.3821 -2.8013 -4.9038 0.012 0.005 0.000 0.11
H -2.7332 -3.1387 -2.7809 -0.006 0.032 -0.047 0.07
H -3.3668 -5.5681 -1.7258 0.018 -0.042 -0.019 0.08
H -5.3614 -6.5468 -3.2656 0.007 -0.009 0.017 0.11
N 9.8231 1.0810 0.6359 -0.042 0.053 -0.026 0.01
C 8.5339 0.7674 0.3069 0.002 -0.073 0.027 -0.16
C 7.8666 1.9384 0.0612 -0.012 -0.023 -0.016 -0.13
C 8.7929 3.0003 0.2459 -0.017 0.031 -0.005 -0.11
C 9.9896 2.4382 0.5988 0.015 -0.044 0.020 -0.13
H 10.5384 0.4179 0.8695 0.018 -0.007 -0.007 0.15
H 8.2045 -0.2574 0.2761 0.002 -0.005 -0.008 0.10
H 6.8299 2.0265 -0.2210 -0.011 0.018 0.008 0.08
H 8.6015 4.0537 0.1320 -0.002 0.007 -0.006 0.09
H 10.9415 2.8860 0.8253 -0.004 0.020 0.002 0.11
```
Forces are in eV/Å.

***

4.
The following is a DFT calculation (ωB97M-V/def2-TZVPD) of the molecule H2O7P2S at a distorted geometry.

Output
- LUMO (eV) = -0.20
- relative energy (zero: lowest compared OMol25 entry of this formula, charge and spin) (kcal/mol) = 0.0
- HOMO level (eV) = -10.44
- 2S+1 = 1

The geometry in XYZ format:
```
12
Properties=species:S:1:pos:R:3:forces:R:3:nbo_charge:R:1
O 4.6180 -1.2116 -0.0845 0.298 0.549 0.539 -0.89
O 2.4113 -1.3376 -0.9368 -2.202 -1.468 -0.573 -0.94
O 2.8150 -0.0480 1.0902 -0.754 1.212 2.149 -0.98
O 3.4179 0.8452 -0.8843 0.426 0.351 0.680 -0.98
O -0.9528 1.1710 -0.9258 -1.042 0.593 -0.893 -0.99
O -0.0800 -0.4854 0.4345 1.215 -0.722 1.005 -1.00
O 1.2673 1.6236 0.0772 -1.939 0.307 -0.377 -1.11
P 2.7341 1.6867 0.4151 1.598 -0.567 0.252 1.66
P 0.3703 0.3370 -0.8485 0.169 0.979 -1.638 1.65
S 3.3392 -0.6126 -0.1892 3.796 -0.950 -2.346 2.57
H -1.4161 0.9806 -0.1142 -0.871 0.372 0.665 0.50
H 0.7905 -0.6940 0.8355 -0.695 -0.656 0.538 0.51
```
Forces are in eV/Å.

***

5.
The following is a DFT calculation (ωB97M-V/def2-TZVPD) of a structure of composition C5H12O2.

Output
- LUMO (eV) = 0.88
- relative energy (zero: lowest compared OMol25 entry of this formula, charge and spin) (kcal/mol) = 84.0
- HOMO level (eV) = -7.89
- 2S+1 = 1

The geometry in XYZ format:
```
19
Properties=species:S:1:pos:R:3:forces:R:3:nbo_charge:R:1
C -1.3729 0.9327 -2.1362 -0.054 0.056 0.018 -0.60
C -0.3625 -0.0746 -1.6008 0.011 -0.066 0.039 -0.45
C -0.0006 0.0727 -0.1507 0.393 -0.076 -0.164 0.14
O -1.6067 -0.1648 0.7473 -0.128 0.000 0.330 -0.88
C 0.6442 -0.9675 0.5747 0.325 0.090 -0.300 -0.63
C 1.6446 -0.5807 1.6296 0.240 -0.307 -0.229 -0.06
O 1.0417 0.3646 2.5113 0.051 0.162 0.219 -0.74
H -1.5341 0.7959 -3.2112 0.028 -0.015 0.184 0.21
H -2.3319 0.8225 -1.6232 0.110 0.010 -0.051 0.22
H -1.0216 1.9602 -1.9866 -0.046 -0.137 0.015 0.20
H 0.5954 0.0486 -2.1270 -0.099 -0.032 0.019 0.22
H -0.6858 -1.1033 -1.7974 0.017 0.127 0.083 0.22
H 0.1716 1.0995 0.1745 0.011 -0.117 -0.028 0.21
H -1.5861 0.4868 1.4702 -0.090 -0.123 -0.138 0.48
H 0.8604 -1.8810 0.0241 -0.003 0.063 0.042 0.22
H -0.7601 -0.9327 1.0520 -0.385 0.261 -0.045 0.47
H 2.5485 -0.1314 1.1819 -0.103 -0.002 0.109 0.14
H 1.9743 -1.4763 2.1767 -0.108 0.130 -0.048 0.16
H 1.7356 0.7317 3.0715 -0.170 -0.024 -0.053 0.47
```
Forces are in eV/Å.

***

6.
The following is a DFT calculation (ωB97M-V/def2-TZVPD) of the molecule C4H8OS at a distorted geometry.

Output
- LUMO (eV) = 0.91
- relative energy (zero: lowest compared OMol25 entry of this formula, charge and spin) (kcal/mol) = 45.1
- HOMO level (eV) = -8.71
- 2S+1 = 1

The geometry in XYZ format:
```
14
Properties=species:S:1:pos:R:3:forces:R:3:nbo_charge:R:1
C 2.5127 -0.1506 -0.0450 -2.054 -0.189 0.135 -0.64
C 0.8874 -0.1776 -0.2873 3.065 3.286 -2.865 0.08
C 0.0199 -1.1689 0.2595 -1.169 -3.149 1.366 -0.58
S -1.6261 -0.4890 -0.0957 0.056 0.924 0.591 0.11
C -0.8724 1.2926 0.0723 -1.875 -0.174 -3.798 -0.11
O 0.4357 1.1671 0.2235 3.579 -2.609 0.449 -0.54
H 2.7613 -0.4502 1.0316 -0.520 1.500 -1.144 0.22
H 2.6718 0.8936 -0.4633 0.755 -1.306 1.248 0.24
H 3.1284 -0.9093 -0.5603 -0.810 0.407 -0.572 0.22
H 0.5899 -0.0524 -1.4078 1.183 -0.610 1.440 0.18
H 0.1615 -1.3173 1.3280 -0.038 0.438 0.312 0.22
H 0.1913 -2.2541 -0.0971 -0.494 1.920 -0.271 0.26
H -1.1087 1.8650 -0.9138 -0.004 -1.178 1.142 0.15
H -1.1491 1.9385 0.8284 -1.675 0.740 1.965 0.19
```
Forces are in eV/Å.